The following is a quantum chemistry calculation of a structure of composition C48H36CoN3O6S2 at a distorted geometry, from the OMol25 dataset.

Its total energy is -4645.4615 Eh. The highest occupied orbital energy (spin up / spin down) comes out at -0.396 / -0.396 Eh. For the relative energy (zero: lowest compared OMol25 entry of this formula, charge and spin), the calculation gives 29.9 kcal per mole. The multiplicity is 4. As for the total charge: +1. The value obtained for the HOMO-LUMO gap (spin up / spin down) is 7.9529 / 7.9509 eV.

Atoms and positions in Å:
Co (0.953, -0.395, 2.324)
O (-1.073, 2.783, 5.702)
C (-0.143, 2.271, 4.829)
O (0.263, 2.838, 3.827)
C (0.270, 0.909, 5.326)
C (-0.011, 0.691, 6.689)
C (0.441, -0.475, 7.307)
C (1.185, -1.348, 6.508)
C (1.306, -1.116, 5.112)
N (0.874, 0.005, 4.532)
C (1.904, -2.162, 4.248)
O (2.564, -3.044, 4.815)
O (1.702, -2.097, 2.951)
H (-1.383, 3.616, 5.275)
H (-0.629, 1.420, 7.180)
H (0.269, -0.774, 8.339)
H (1.651, -2.264, 6.910)
C (-4.939, 5.248, -0.808)
C (-3.705, 4.408, -0.523)
C (-3.795, 3.242, 0.202)
C (-2.678, 2.473, 0.541)
C (-1.464, 2.785, -0.025)
C (-1.347, 3.940, -0.826)
C (-2.427, 4.776, -1.013)
S (0.111, 2.024, 0.417)
O (-0.296, 0.824, 1.390)
C (0.535, 1.364, -1.222)
C (1.715, 1.959, -1.712)
C (2.365, 1.495, -2.835)
C (1.838, 0.429, -3.575)
C (2.542, -0.160, -4.649)
C (1.994, -1.241, -5.365)
C (0.716, -1.732, -5.008)
C (0.016, -1.173, -3.961)
C (0.561, -0.125, -3.179)
C (-0.148, 0.412, -1.992)
C (-1.484, -0.169, -1.697)
C (-2.656, 0.169, -2.495)
C (-2.564, 1.184, -3.526)
C (-3.671, 1.449, -4.305)
C (-4.848, 0.691, -4.192)
C (-5.002, -0.194, -3.133)
C (-3.917, -0.462, -2.258)
C (-4.022, -1.395, -1.182)
C (-2.890, -1.759, -0.463)
C (-1.647, -1.163, -0.750)
S (-0.212, -1.847, 0.061)
O (-0.474, -1.830, 1.593)
C (-0.289, -3.620, -0.257)
C (-0.791, -4.116, -1.456)
C (-0.356, -5.388, -1.852)
C (0.391, -6.214, -1.016)
C (0.862, -7.524, -1.545)
C (0.741, -5.745, 0.271)
C (0.377, -4.452, 0.636)
H (-5.739, 4.660, -1.321)
H (-4.634, 6.100, -1.423)
H (-5.388, 5.603, 0.123)
H (-4.785, 2.864, 0.546)
H (-2.830, 1.613, 1.227)
H (-0.370, 4.228, -1.239)
H (-2.315, 5.667, -1.620)
H (2.197, 2.730, -1.144)
H (3.301, 1.953, -3.082)
H (3.530, 0.252, -4.887)
H (2.541, -1.688, -6.206)
H (0.327, -2.566, -5.592)
H (-0.956, -1.631, -3.768)
H (-1.612, 1.692, -3.750)
H (-3.638, 2.215, -5.096)
H (-5.654, 0.816, -4.905)
H (-5.872, -0.858, -3.017)
H (-4.959, -1.885, -0.996)
H (-2.950, -2.540, 0.288)
H (-1.479, -3.557, -2.110)
H (-0.612, -5.749, -2.839)
H (-0.015, -8.116, -1.897)
H (1.406, -8.086, -0.779)
H (1.554, -7.404, -2.403)
H (1.352, -6.377, 0.905)
H (0.651, -4.092, 1.664)
N (4.685, -0.190, 0.745)
C (3.603, -0.658, 1.409)
N (2.887, 0.294, 2.003)
C (3.580, 1.468, 1.763)
C (3.462, 2.665, 2.402)
C (4.495, 3.586, 2.240)
C (5.662, 3.328, 1.500)
C (5.771, 2.089, 0.854)
C (4.712, 1.191, 0.995)
H (5.417, -0.733, 0.325)
H (3.353, -1.712, 1.493)
H (2.615, 2.864, 3.067)
H (4.344, 4.610, 2.624)
H (6.406, 4.108, 1.445)
H (6.669, 1.823, 0.287)